i) This record from the OMol25 dataset describes a cluster of 3 separate species, C3H12O2S in total. The level of theory is the ωB97M-V functional and the def2-TZVPD basis.

XYZ file:
```
18
C3H12O2S, DFT the ωB97M-V functional and the def2-TZVPD basis
C -2.2215 0.9510 -1.4994
C -1.5196 -0.3367 -1.0429
S -1.8967 -0.7658 0.6058
C -1.3082 0.8036 1.4579
H -1.8344 1.3950 -2.4887
H -3.3073 0.8303 -1.5382
H -2.0389 1.8199 -0.8439
H -1.7680 -1.2036 -1.7012
H -0.4643 -0.0803 -0.9724
H -2.0479 1.5306 1.1004
H -0.3055 1.0310 1.0657
H -1.3487 0.5174 2.4956
O 2.4781 -0.7295 2.2097
H 1.9432 -0.3008 2.8985
H 1.8712 -1.0046 1.4256
O 4.9514 -1.4027 -0.8673
H 4.2448 -1.9942 -0.5761
H 4.5721 -1.0605 -1.7293
```

* HOMO-LUMO gap: 9.0699 eV
* LUMO level: 0.367 eV
* SMILES: CCSC.O.O
* total charge: 0
* E_HOMO: -8.702 eV

ii) This record from the OMol25 dataset describes a cluster of 3 separate species, C3H12O2S in total. The level of theory is the ωB97M-V functional and the def2-TZVPD basis.

XYZ file:
```
18
C3H12O2S, DFT the ωB97M-V functional and the def2-TZVPD basis
C 0.2102 1.6844 2.1945
C 1.1401 0.5290 1.9064
C 0.6274 -0.4632 0.8647
S 1.8024 -0.9888 -0.4227
H 0.6355 2.4277 2.8556
H -0.0405 2.2270 1.2743
H -0.7722 1.3326 2.5182
H 1.3298 -0.0316 2.8264
H 2.1213 0.8852 1.5800
H 0.3750 -1.3798 1.3878
H -0.2943 -0.2203 0.3465
H 1.9205 0.2378 -0.9497
O -0.9209 -2.4335 -3.9646
H -0.5647 -2.3214 -3.0783
H -0.8081 -1.5438 -4.3216
O -2.5565 -0.2056 -1.6199
H -1.8279 -0.0643 -1.0083
H -2.3771 0.3286 -2.3895
```

* HOMO-LUMO gap: 9.8728 eV
* LUMO level: 0.405 eV
* SMILES: CCCS.O.O
* total charge: 0
* E_HOMO: -9.468 eV

iii) This record from the OMol25 dataset describes a cluster of 4 separate species, C3H12O2S in total. The level of theory is the ωB97M-V functional and the def2-TZVPD basis.

XYZ file:
```
18
C3H12O2S, DFT the ωB97M-V functional and the def2-TZVPD basis
C -0.8917 -0.3299 -1.6131
C -2.2988 0.0061 -1.0569
S -2.0366 0.6680 0.5792
C 0.7072 -0.4585 2.2501
H -1.1870 -0.5234 -2.6461
H -0.2576 0.5222 -1.3739
H -0.3508 -1.2054 -1.1791
H -3.0087 0.6893 -1.6197
H -2.9038 -0.8687 -0.9395
H 0.2000 -0.2011 1.3375
H 1.3105 -1.2958 2.2047
H 1.1736 0.5017 2.3747
H 2.0682 2.2513 -0.3023
H 0.0231 -0.5968 2.9710
O 1.2549 1.7061 -0.4053
H 1.5204 0.8373 -0.0828
H 2.6262 -1.1109 -0.5118
O 2.0509 -0.5915 0.0132
```

* HOMO-LUMO gap: 3.7458 eV
* LUMO level: -4.691 eV
* total charge: 0
* E_HOMO: -8.437 eV

Least stable = iii)

i) This record from the OMol25 dataset describes a cluster of 9 separate species, C36H99N9O9 in total. The level of theory is the ωB97M-V functional and the def2-TZVPD basis.

XYZ file:
```
153
C36H99N9O9, DFT the ωB97M-V functional and the def2-TZVPD basis
C 12.2966 30.5446 -22.4543
O 11.2766 30.7215 -23.4149
C 10.1324 29.9379 -23.1786
C 10.3372 28.4392 -23.4269
C 10.9711 28.2604 -24.8035
N 9.0030 27.8502 -23.4070
H 12.8867 31.4590 -22.4580
H 12.9390 29.6820 -22.6661
H 11.8750 30.3918 -21.4524
H 9.7332 30.1082 -22.1698
H 9.3999 30.3096 -23.9027
H 11.0410 28.0865 -22.6684
H 10.4191 28.7183 -25.6256
H 11.0485 27.1992 -25.0773
H 12.0146 28.5943 -24.8331
H 9.0202 26.9274 -23.8237
H 8.3561 28.4300 -23.9287
C 16.8933 23.9949 -22.5692
O 16.0924 25.1525 -22.6000
C 14.8945 25.0017 -23.3520
C 15.0601 25.1697 -24.8600
C 15.7254 26.4857 -25.1759
N 13.7339 25.0781 -25.4812
H 17.9282 24.3083 -22.4087
H 16.9197 23.5020 -23.5476
H 16.5953 23.3305 -21.7552
H 14.4581 24.0173 -23.1228
H 14.2058 25.7509 -22.9514
H 15.6493 24.3374 -25.2449
H 15.4521 27.3322 -24.5498
H 15.6864 26.7459 -26.2354
H 16.8115 26.3561 -25.0566
H 13.4287 24.1077 -25.5001
H 12.9908 25.5419 -24.9727
C 11.8591 27.1306 -18.2939
O 10.4937 26.8586 -18.4685
C 10.1973 26.3298 -19.7558
C 8.7668 25.7694 -19.7414
C 8.7541 24.3744 -19.2162
N 8.1646 25.8274 -21.0727
H 12.2752 27.6667 -19.1587
H 12.4205 26.2048 -18.1253
H 11.9845 27.7882 -17.4344
H 10.2704 27.1729 -20.4567
H 10.9101 25.5438 -20.0434
H 8.2286 26.4546 -19.0814
H 7.7259 24.0639 -18.9792
H 9.3273 24.2220 -18.3033
H 9.0210 23.6563 -19.9977
H 8.7396 25.3675 -21.7777
H 8.1970 26.8017 -21.3668
C 7.7240 20.4517 -23.0316
O 8.5106 20.2649 -21.8739
C 7.8829 20.7607 -20.7037
C 8.7267 20.3928 -19.4785
C 8.9697 18.9033 -19.4169
N 8.0590 20.8307 -18.2402
H 6.7100 20.0855 -22.8218
H 8.1397 19.8849 -23.8610
H 7.6444 21.5199 -23.2587
H 7.9453 21.8598 -20.7851
H 6.8301 20.4756 -20.5970
H 9.6473 20.9777 -19.5282
H 9.2900 18.5782 -20.4080
H 8.0503 18.3792 -19.1504
H 9.7505 18.6276 -18.7098
H 7.2188 20.2771 -18.0918
H 7.7063 21.7753 -18.3909
C 12.8563 19.1111 -21.7340
O 13.2226 18.2673 -22.7945
C 14.1993 18.8362 -23.6396
C 14.1701 18.0853 -24.9703
C 14.3215 16.5823 -24.8343
N 15.3151 18.5623 -25.7576
H 13.6101 19.0796 -20.9327
H 11.9168 18.7691 -21.3019
H 12.7640 20.1579 -22.0362
H 13.9100 19.8671 -23.8875
H 15.2090 18.8101 -23.2137
H 13.2427 18.3568 -25.4843
H 14.2303 16.1305 -25.8244
H 13.5467 16.1434 -24.2033
H 15.2918 16.3729 -24.3889
H 15.6403 19.5016 -25.5860
H 15.2143 18.4066 -26.7489
C 10.7057 17.5299 -27.2995
O 10.1225 16.4016 -26.7261
C 10.6620 16.0516 -25.4323
C 10.0864 14.7187 -25.0305
C 10.6731 14.2622 -23.6952
N 10.4306 13.6775 -26.0363
H 10.4282 17.4973 -28.3596
H 11.7997 17.5490 -27.2511
H 10.2770 18.4878 -26.9712
H 11.7496 16.0114 -25.5322
H 10.3465 16.8862 -24.7911
H 9.0025 14.7649 -24.9312
H 10.2974 14.9122 -22.8981
H 11.7612 14.2946 -23.6514
H 10.2952 13.2627 -23.4835
H 11.3931 13.3925 -25.8528
H 10.5546 14.1591 -26.9274
C 7.7990 25.7524 -27.7151
O 6.9702 26.7286 -27.1161
C 7.1504 28.0296 -27.6538
C 6.1329 28.9387 -27.0295
C 6.1818 30.3501 -27.6508
N 6.4212 29.0233 -25.5887
H 7.9661 24.9373 -27.0186
H 8.7718 26.2014 -27.9669
H 7.3773 25.4292 -28.6727
H 8.1486 28.3782 -27.3377
H 7.1334 28.0317 -28.7491
H 5.1197 28.5683 -27.2325
H 5.1817 30.7492 -27.7959
H 6.6991 30.3309 -28.6146
H 6.7921 31.0170 -27.0409
H 5.6454 29.5004 -25.1429
H 6.4365 28.0637 -25.2529
C 11.5454 20.8245 -25.7244
O 12.0951 21.8320 -24.8990
C 11.2556 22.1782 -23.8133
C 10.1435 23.1254 -24.1611
C 10.5384 24.4377 -24.8139
N 9.4318 23.5459 -22.9036
H 11.4754 19.8788 -25.1679
H 12.2162 20.6306 -26.5595
H 10.5505 21.1194 -26.0672
H 10.8421 21.2813 -23.3273
H 11.9325 22.6177 -23.0704
H 9.5144 22.6147 -24.9068
H 9.6452 25.0122 -25.0658
H 11.1002 24.2226 -25.7308
H 11.1890 25.0642 -24.2043
H 8.4946 23.6628 -23.2932
H 9.4310 22.7169 -22.3098
C 2.8560 24.7850 -26.1674
O 3.2810 23.6518 -25.4423
C 3.9319 23.9727 -24.2468
C 5.4443 24.1938 -24.3869
C 6.0987 23.0867 -25.2218
N 6.1315 24.0692 -23.0689
H 2.2009 24.4590 -26.9738
H 3.6941 25.3121 -26.6434
H 2.3170 25.4902 -25.5272
H 3.5284 24.8463 -23.7165
H 3.8018 23.1072 -23.5844
H 5.6553 25.1708 -24.8331
H 5.8471 23.0744 -26.2801
H 5.6332 22.1883 -24.7849
H 7.1643 22.9893 -25.0330
H 5.6756 23.2468 -22.6746
H 5.8535 24.8561 -22.4867
```

* HOMO-LUMO gap: 9.2650 eV
* LUMO level: 0.445 eV
* SMILES: COC[C@H](C)N.COC[C@H](C)N.COC[C@H](C)N.COC[C@H](C)N.COC[C@H](C)N.COC[C@H](C)N.COC[C@H](C)N.COC[C@H](C)N.COC[C@H](C)N
* total charge: 0
* E_HOMO: -8.820 eV

ii) This record from the OMol25 dataset describes a cluster of 9 separate species, C36H99N9O9 in total. The level of theory is the ωB97M-V functional and the def2-TZVPD basis.

XYZ file:
```
153
C36H99N9O9, DFT the ωB97M-V functional and the def2-TZVPD basis
C -0.3600 2.5481 -2.5018
O 0.1223 3.8016 -2.9498
C 0.3835 4.6676 -1.8532
C 0.6149 6.1594 -2.3406
C 1.6929 6.1663 -3.3673
N 0.8759 7.0121 -1.1704
H 0.3223 1.9314 -1.8709
H -0.6941 1.9444 -3.4051
H -1.3607 2.6261 -1.9278
H -0.5114 4.5792 -1.1634
H 1.2522 4.3081 -1.3058
H -0.3634 6.4253 -2.7913
H 1.5455 5.4150 -4.1511
H 2.6558 5.8809 -2.9174
H 1.8158 7.1490 -3.8335
H 0.8971 6.5380 -0.2714
H 0.0741 7.5944 -1.0133
C -3.3002 -3.6304 3.8393
O -2.2481 -3.8916 2.9628
C -2.1154 -5.2176 2.5210
C -0.6398 -5.2777 1.9811
C -0.2814 -6.6790 1.4802
N 0.2571 -4.7946 3.0024
H -3.2293 -2.5912 4.1572
H -3.0967 -4.1811 4.7767
H -4.2958 -3.8635 3.3815
H -2.2889 -5.9564 3.3807
H -2.8403 -5.4699 1.7552
H -0.6981 -4.5698 1.1664
H -0.7856 -7.4248 2.0617
H 0.7906 -6.8894 1.4572
H -0.6038 -6.8310 0.4586
H -0.2326 -4.0215 3.4267
H 0.3518 -5.4977 3.7243
C -2.1313 2.8073 4.3523
O -1.6487 4.0899 3.9892
C -2.3939 5.1836 4.2910
C -1.8454 6.4588 3.5556
C -2.8276 7.6415 3.5368
N -1.5064 6.0622 2.1452
H -1.3524 2.0968 4.0918
H -3.0590 2.5458 3.8268
H -2.2720 2.7764 5.4237
H -3.5451 5.0235 4.0232
H -2.4653 5.4086 5.3402
H -0.9185 6.8011 4.0334
H -3.7776 7.3058 3.0627
H -2.4131 8.4470 2.9442
H -3.0628 8.0050 4.5357
H -0.7788 5.3793 2.2000
H -2.2776 5.5576 1.7427
C -5.0497 -0.6154 2.1929
O -4.7728 0.7101 2.0884
C -5.4173 1.3791 0.9757
C -5.1278 2.9326 1.0282
C -5.7157 3.6601 -0.1636
N -3.6853 3.2047 1.0459
H -6.1131 -0.7522 2.2394
H -4.5647 -0.9826 3.1158
H -4.6331 -1.1629 1.3020
H -5.0029 0.9791 0.0581
H -6.4817 1.1981 1.0189
H -5.5203 3.2771 1.9672
H -5.1949 3.3692 -1.1106
H -5.6614 4.7209 -0.0029
H -6.7343 3.4175 -0.4292
H -3.2268 2.6652 1.7116
H -3.3167 2.8915 0.1345
C 3.0121 -6.8235 -2.0243
O 3.8288 -6.3872 -3.1129
C 3.3036 -5.2567 -3.7614
C 4.4246 -4.2620 -4.2229
C 5.4313 -4.0081 -3.1761
N 3.7793 -3.0925 -4.8012
H 3.1418 -6.3504 -1.0687
H 3.3306 -7.8824 -1.9159
H 1.9794 -6.9199 -2.2155
H 2.7147 -5.5389 -4.6977
H 2.5502 -4.6481 -3.2274
H 4.9665 -4.7473 -5.0796
H 6.1694 -3.1672 -3.1766
H 6.0899 -4.8543 -3.0452
H 4.9153 -3.7957 -2.2242
H 4.3803 -2.7053 -5.5166
H 3.3080 -2.3600 -4.2526
C -5.0865 -5.0563 -0.8152
O -4.2900 -3.9146 -0.6977
C -3.3885 -3.4418 -1.6702
C -2.6378 -2.2588 -1.1485
C -3.4658 -0.9819 -1.1925
N -1.4438 -2.0033 -1.9828
H -4.4235 -5.9341 -0.8999
H -5.8204 -4.9683 -1.6637
H -5.6603 -5.1770 0.0747
H -2.6023 -4.1789 -1.8811
H -3.9562 -3.3006 -2.6008
H -2.3501 -2.5055 -0.1113
H -3.3070 -0.2003 -0.4409
H -4.4943 -1.2680 -1.1293
H -3.3453 -0.4707 -2.1663
H -0.9980 -2.9161 -2.1279
H -1.6476 -1.5783 -2.8686
C 4.7899 3.3785 -1.1420
O 4.7745 2.5021 -2.2515
C 3.4795 2.2080 -2.7566
C 3.5631 0.9484 -3.5985
C 2.4856 0.8946 -4.6583
N 3.4409 -0.2572 -2.8361
H 4.3055 4.3358 -1.5123
H 5.8164 3.5922 -0.9558
H 4.3685 2.9441 -0.2496
H 2.7712 2.0998 -1.9370
H 3.1358 3.0435 -3.3814
H 4.5220 1.0197 -4.1088
H 2.2828 1.8021 -5.2532
H 1.5898 0.6852 -4.1231
H 2.7338 0.0544 -5.3300
H 2.5419 -0.1590 -2.3689
H 4.1613 -0.3170 -2.1614
C 4.6635 -0.1384 0.7893
O 3.8875 -1.1128 0.0706
C 3.4990 -2.1286 1.0133
C 3.0020 -3.4074 0.3108
C 1.5739 -3.1472 -0.3202
N 2.9531 -4.4950 1.3062
H 4.7878 0.7285 0.1534
H 5.7081 -0.5196 1.1722
H 4.1754 0.2293 1.7094
H 4.4104 -2.3945 1.5829
H 2.7426 -1.8068 1.6959
H 3.6910 -3.7081 -0.4627
H 1.0799 -4.1165 -0.3563
H 1.5178 -2.6219 -1.2744
H 0.9693 -2.5871 0.4339
H 3.7840 -4.5591 1.9412
H 2.1242 -4.3134 1.9034
C 1.9628 3.6389 2.7816
O 1.0484 2.5449 2.6361
C 1.3875 1.7930 1.4951
C 0.3606 0.7633 1.2706
C 0.1482 -0.1010 2.5223
N 0.6265 0.1198 -0.0315
H 1.8805 4.3227 1.9197
H 3.0191 3.2790 2.7459
H 1.6612 4.1864 3.6966
H 1.4271 2.3579 0.5945
H 2.4151 1.3027 1.6713
H -0.6286 1.3087 1.0258
H 1.0827 -0.5038 2.9057
H -0.5636 -0.9182 2.3985
H -0.2222 0.6675 3.2059
H -0.0919 -0.5707 -0.0739
H 1.5342 -0.3557 0.0666
```

* HOMO-LUMO gap: 8.7961 eV
* LUMO level: 0.469 eV
* SMILES: COC[C@H](C)N.COC[C@H](C)N.COC[C@H](C)N.COC[C@H](C)N.COC[C@H](C)N.COC[C@H](C)N.COC[C@H](C)N.COC[C@H](C)N.COC[C@H](C)N
* total charge: 0
* E_HOMO: -8.327 eV

Least stable = ii)